# 1
71
Properties=species:S:1:pos:R:3 method="wB97M-V/def2-TZVPD" spin_multiplicity=5 homo_lumo_gap_ev="8.129 / 5.289" charge=+1 lumo_energy_ev="-2.918 / -6.097"
Co -0.021 0.140 0.814
N 0.340 0.478 3.040
C 1.039 1.727 3.325
C 1.225 2.556 1.996
O 1.945 3.521 1.997
O 0.539 2.093 1.038
H -0.566 0.464 3.500
H 0.875 -0.325 3.361
H 2.034 1.559 3.737
H 0.466 2.372 3.994
C 5.001 -3.452 1.727
Si 4.204 -3.492 -0.001
C 5.473 -3.896 -1.364
C 2.837 -4.817 0.066
C 3.470 -1.772 -0.451
C 4.118 -0.912 -1.327
C 3.510 0.252 -1.778
C 2.228 0.535 -1.340
N 1.631 -0.217 -0.426
C 2.239 -1.319 0.035
S 1.396 -2.061 1.350
H 5.455 -4.419 1.925
H 4.258 -3.270 2.498
H 5.777 -2.699 1.819
H 5.673 -4.963 -1.361
H 6.420 -3.394 -1.188
H 5.132 -3.628 -2.361
H 3.259 -5.792 -0.155
H 2.034 -4.646 -0.642
H 2.403 -4.868 1.060
H 5.119 -1.159 -1.647
H 4.002 0.926 -2.460
H 1.676 1.384 -1.717
O -0.592 2.142 -1.286
N -1.311 1.144 -0.660
C -2.575 1.232 -0.826
C -3.579 0.324 -0.321
C -4.917 0.711 -0.463
C -5.941 -0.085 0.013
C -5.647 -1.296 0.623
C -4.332 -1.701 0.762
C -3.288 -0.903 0.305
P -1.582 -1.523 0.435
C -1.768 -2.805 1.711
C -2.044 -2.300 2.982
C -2.235 -3.148 4.053
C -2.150 -4.520 3.862
C -1.867 -5.026 2.604
C -1.674 -4.178 1.526
C -1.402 -2.353 -1.171
C -2.217 -2.020 -2.250
C -2.060 -2.671 -3.458
C -1.098 -3.655 -3.606
C -0.261 -3.964 -2.547
C -0.402 -3.309 -1.338
H 0.044 2.467 -0.604
H -2.949 2.090 -1.388
H -5.142 1.653 -0.942
H -6.966 0.232 -0.090
H -6.438 -1.934 0.982
H -4.118 -2.654 1.220
H -2.130 -1.226 3.106
H -2.461 -2.744 5.030
H -2.308 -5.195 4.690
H -1.806 -6.093 2.451
H -1.464 -4.597 0.554
H -2.988 -1.270 -2.151
H -2.696 -2.406 -4.289
H -1.004 -4.177 -4.545
H 0.501 -4.719 -2.671
H 0.253 -3.537 -0.510

=====

# 2
72
Properties=species:S:1:pos:R:3 method="wB97M-V/def2-TZVPD" spin_multiplicity=2 homo_lumo_gap_ev="6.119 / 5.400" charge=+3 lumo_energy_ev="-10.742 / -11.460"
Os -0.185 0.992 0.661
C 1.665 1.827 2.915
C 1.649 3.193 2.247
S 0.746 3.205 0.641
C -0.584 4.416 0.945
C -1.897 3.861 0.438
S -2.215 2.174 1.003
C -2.358 2.291 2.820
C -1.049 2.203 3.577
S 0.068 0.956 2.820
H 1.977 1.894 3.959
H 2.353 1.155 2.401
H 2.676 3.489 2.036
H 1.209 3.967 2.871
H -0.325 5.326 0.402
H -0.615 4.656 2.005
H -1.909 3.773 -0.651
H -2.740 4.493 0.721
H -3.005 1.458 3.085
H -2.904 3.201 3.074
H -1.233 1.872 4.600
H -0.518 3.149 3.628
C 4.941 3.043 0.421
C 4.483 1.646 0.204
N 3.248 1.197 0.289
C 3.328 -0.146 -0.028
C 4.630 -0.504 -0.300
N 5.333 0.644 -0.144
C 5.421 -1.734 -0.651
O 4.752 -2.858 -0.876
O 6.610 -1.641 -0.718
C 2.169 -1.011 -0.114
O 2.117 -2.176 -0.405
O 1.022 -0.330 0.198
H 4.093 3.673 0.676
H 5.396 3.442 -0.486
H 5.684 3.098 1.217
H 6.339 0.678 -0.270
H 3.792 -2.730 -0.759
C -2.895 -1.273 2.014
Ge -2.002 -1.025 0.315
C -3.085 -0.267 -1.087
C -2.599 0.660 -2.013
C -3.422 1.190 -2.992
C -4.755 0.794 -3.057
C -5.251 -0.126 -2.146
C -4.423 -0.650 -1.160
C -1.174 -2.736 -0.207
C -1.256 -3.755 0.753
C -0.828 -5.046 0.492
C -0.279 -5.358 -0.754
C -0.172 -4.373 -1.740
C 0.379 -4.693 -2.999
C 0.506 -3.723 -3.999
C 0.081 -2.436 -3.747
C -0.468 -2.101 -2.498
C -0.614 -3.045 -1.474
H -3.618 -2.086 1.918
H -3.454 -0.374 2.261
H -2.210 -1.516 2.826
H -1.553 0.974 -1.994
H -3.035 1.901 -3.710
H -5.402 1.202 -3.821
H -6.285 -0.436 -2.202
H -4.840 -1.363 -0.456
H -1.666 -3.546 1.732
H -0.915 -5.814 1.249
H 0.069 -6.364 -0.956
H 0.700 -5.710 -3.192
H 0.926 -3.989 -4.959
H 0.160 -1.677 -4.513
H -0.787 -1.080 -2.339

=====

# 3
74
Properties=species:S:1:pos:R:3 method="wB97M-V/def2-TZVPD" spin_multiplicity=2 homo_lumo_gap_ev="8.143 / 5.815" charge=+2 lumo_energy_ev="-5.435 / -7.858"
Ir -0.967 -0.958 -0.191
N 0.793 -3.352 -3.108
C 1.699 -3.788 -2.171
C 1.314 -3.249 -0.985
N 0.178 -2.503 -1.193
C -0.100 -2.573 -2.485
C -1.208 -1.779 -2.955
N -1.770 -0.947 -2.091
C -2.846 -0.376 -2.725
C -2.905 -0.856 -3.994
N -1.866 -1.743 -4.122
H 0.837 -3.557 -4.094
H 2.517 -4.438 -2.427
H 1.780 -3.329 -0.019
H -3.501 0.336 -2.258
H -3.584 -0.646 -4.802
H -1.653 -2.272 -4.952
C 2.386 3.692 5.487
C 2.099 2.679 4.421
C 0.826 2.127 4.278
C 0.562 1.181 3.304
C 1.592 0.776 2.462
C 2.882 1.281 2.609
C 3.120 2.238 3.574
S 1.311 -0.443 1.253
O -0.007 -1.108 1.628
O 2.476 -1.264 1.174
N 0.780 0.083 -0.176
C 1.588 0.591 -1.214
C 2.626 1.482 -0.946
C 3.322 2.011 -2.014
C 2.959 1.648 -3.305
C 1.915 0.758 -3.458
N 1.235 0.225 -2.438
H 1.470 4.103 5.907
H 2.990 4.510 5.095
H 2.952 3.230 6.299
H 0.033 2.438 4.945
H -0.424 0.748 3.211
H 3.693 0.906 1.996
H 4.119 2.638 3.690
H 2.853 1.786 0.067
H 4.124 2.717 -1.844
H 3.469 2.052 -4.168
H 1.598 0.453 -4.450
C -1.836 0.945 0.118
C -1.059 2.133 -0.323
C -0.395 2.944 0.594
C 0.440 3.963 0.171
C 0.611 4.190 -1.192
C -0.105 3.438 -2.121
C -0.936 2.425 -1.683
C 1.553 5.175 -1.644
N 2.339 5.928 -2.010
H -2.787 0.868 -0.403
H -2.017 0.933 1.198
H -0.529 2.777 1.654
H 0.966 4.579 0.888
H 0.009 3.643 -3.177
H -1.461 1.825 -2.414
C -1.831 -3.568 2.433
P -2.894 -3.378 1.009
C -4.593 -3.343 1.550
C -2.653 -4.800 -0.050
O -2.618 -2.080 0.226
H -2.069 -4.503 2.943
H -1.977 -2.736 3.121
H -0.787 -3.585 2.123
H -4.849 -4.286 2.034
H -5.246 -3.190 0.691
H -4.737 -2.526 2.257
H -2.897 -5.717 0.487
H -1.611 -4.844 -0.369
H -3.299 -4.717 -0.925

=====

# 4
78
Properties=species:S:1:pos:R:3 method="wB97M-V/def2-TZVPD" homo_lumo_gap_ev=5.703 charge=-2 lumo_energy_ev=4.086
K 0.180 0.593 0.579
N -3.723 1.180 1.341
C -3.042 0.086 0.843
S -3.142 -0.248 -0.826
N -2.439 -0.609 1.796
N -1.412 -1.395 1.354
C -1.017 -2.343 2.129
C -1.791 -2.819 3.304
C -1.197 -2.981 4.551
C -1.937 -3.421 5.640
C -3.283 -3.710 5.491
C -3.886 -3.553 4.248
C -3.150 -3.109 3.166
C 0.345 -2.889 1.863
C 0.724 -4.152 2.325
C 2.033 -4.566 2.137
C 2.922 -3.711 1.508
C 2.449 -2.480 1.064
N 1.196 -2.084 1.217
H -4.043 1.824 0.638
H -3.330 1.578 2.179
H -0.146 -2.748 4.673
H -1.456 -3.525 6.605
H -3.867 -4.051 6.339
H -4.941 -3.769 4.124
H -3.618 -2.963 2.201
H 0.002 -4.781 2.827
H 2.354 -5.540 2.488
H 3.963 -3.968 1.365
H 3.107 -1.770 0.571
O 2.967 3.025 0.913
S 2.997 1.456 0.700
O 4.401 1.114 0.590
O 2.319 0.872 1.863
O 2.244 1.183 -0.532
C 1.100 2.389 -3.350
As -0.430 1.445 -2.557
C -1.853 2.666 -3.159
C -0.661 0.096 -4.003
C -0.897 0.513 -5.313
C -1.073 -0.396 -6.341
C -1.010 -1.756 -6.074
C -0.762 -2.183 -4.780
C -0.583 -1.274 -3.739
As -0.158 -1.891 -1.908
C 1.385 -3.028 -2.400
C -1.434 -3.373 -1.755
H 0.944 2.557 -4.418
H 1.997 1.803 -3.165
H 1.210 3.336 -2.821
H -1.682 3.038 -4.171
H -1.894 3.516 -2.477
H -2.801 2.132 -3.102
H -0.944 1.572 -5.542
H -1.258 -0.047 -7.351
H -1.148 -2.478 -6.871
H -0.702 -3.247 -4.579
H 1.143 -3.697 -3.229
H 1.657 -3.616 -1.522
H 2.230 -2.395 -2.672
H -1.435 -3.998 -2.650
H -2.419 -2.955 -1.556
H -1.120 -3.973 -0.899
N 3.591 6.744 2.866
C 2.874 5.532 2.946
O 2.879 4.930 4.015
C 2.171 5.107 1.748
C 1.915 5.952 0.689
C 1.089 5.540 -0.353
C 0.385 4.345 -0.134
N 0.565 3.499 0.843
C 1.748 3.697 1.614
H 4.245 6.799 3.632
H 4.019 6.917 1.969
H 2.278 6.976 0.705
H 0.820 6.183 -1.180
H -0.467 4.138 -0.788
H 1.707 3.159 2.556

=====

# 5
75
Properties=species:S:1:pos:R:3 method="wB97M-V/def2-TZVPD" homo_lumo_gap_ev=7.927 charge=+1 lumo_energy_ev=-2.342
Sc 0.001 -0.266 0.188
B -0.810 1.466 2.443
N -0.158 0.265 3.161
C 0.035 -0.078 4.439
C 0.717 -1.282 4.469
C 0.912 -1.611 3.128
N 0.379 -0.670 2.350
N 0.332 2.284 1.774
C 0.819 3.503 2.008
C 1.913 3.706 1.179
C 2.020 2.517 0.459
N 1.057 1.668 0.818
H -1.474 2.146 3.165
H -1.465 0.981 1.518
H -0.329 0.548 5.237
H 1.028 -1.838 5.335
H 1.394 -2.470 2.687
H 0.370 4.138 2.753
H 2.564 4.562 1.143
H 2.754 2.246 -0.284
C -3.071 -1.522 0.711
N -1.649 -1.762 0.430
C -1.219 -2.978 0.408
C 0.155 -3.235 0.141
C 0.871 -4.422 0.039
C 2.194 -4.058 -0.246
C 2.215 -2.670 -0.309
N 0.988 -2.154 -0.079
C -3.586 -2.282 1.908
C -4.683 -3.125 1.798
C -5.153 -3.821 2.906
C -4.521 -3.680 4.130
C -3.418 -2.841 4.246
C -2.955 -2.146 3.143
H -3.662 -1.781 -0.173
H -3.188 -0.449 0.868
H -1.889 -3.816 0.603
H 0.476 -5.418 0.161
H 3.036 -4.715 -0.392
H 3.066 -2.031 -0.500
H -5.176 -3.242 0.840
H -6.009 -4.476 2.810
H -4.883 -4.223 4.993
H -2.920 -2.729 5.201
H -2.091 -1.497 3.235
N 1.183 0.326 -1.753
C 0.663 -0.118 -3.037
C 0.613 0.779 -4.096
C 0.057 0.392 -5.308
C -0.442 -0.893 -5.463
C -0.381 -1.788 -4.404
C 0.164 -1.405 -3.186
H 2.185 0.160 -1.694
H 1.049 1.337 -1.701
H 1.011 1.781 -3.972
H 0.024 1.093 -6.132
H -0.867 -1.199 -6.409
H -0.759 -2.795 -4.523
H 0.216 -2.105 -2.363
C -3.541 0.714 -2.746
N -2.705 1.883 -2.468
C -2.929 3.082 -3.061
C -2.134 4.148 -2.824
C -1.042 3.941 -1.934
N -0.806 2.756 -1.379
C -1.636 1.740 -1.610
O -1.484 0.613 -1.076
N -0.194 4.927 -1.624
H -4.312 1.005 -3.453
H -3.996 0.359 -1.824
H -2.926 -0.080 -3.169
H -3.780 3.129 -3.726
H -2.326 5.102 -3.289
H -0.333 5.863 -1.959
H 0.502 4.749 -0.914

=====

# 6
89
Properties=species:S:1:pos:R:3 method="wB97M-V/def2-TZVPD" spin_multiplicity=2 homo_lumo_gap_ev="6.227 / 6.236" charge=-2 lumo_energy_ev="3.955 / 3.955"
Ce 1.514 -0.422 1.196
C -1.698 -1.748 2.752
N -0.372 -2.358 2.578
C -0.533 -3.751 2.061
C -0.089 -4.013 0.620
N -0.367 -2.917 -0.285
C 0.410 -3.048 -1.527
C -1.733 -2.603 -0.529
C -2.770 -3.521 -0.399
C -4.086 -3.134 -0.628
C -4.380 -1.828 -0.998
C -3.352 -0.901 -1.119
C -2.039 -1.283 -0.885
S -0.709 -0.109 -0.742
C 0.427 -2.327 3.784
C -0.148 -2.121 5.039
C 0.625 -2.112 6.191
C 1.992 -2.327 6.100
C 2.574 -2.545 4.861
C 1.819 -2.543 3.683
S 2.633 -2.822 2.144
H -2.376 -2.405 3.315
H -2.151 -1.554 1.782
H -1.611 -0.802 3.271
H -1.591 -4.011 2.172
H 0.034 -4.431 2.695
H -0.526 -4.967 0.277
H 0.987 -4.131 0.622
H 0.212 -4.016 -2.011
H 1.474 -2.976 -1.307
H 0.148 -2.256 -2.225
H -2.554 -4.545 -0.116
H -4.883 -3.860 -0.513
H -5.409 -1.524 -1.158
H -3.554 0.137 -1.366
H -1.212 -1.949 5.125
H 0.158 -1.918 7.150
H 2.611 -2.300 6.990
H 3.645 -2.674 4.769
N 0.957 1.429 4.577
C 2.230 0.993 4.278
N 3.206 0.961 5.156
N 4.264 0.468 4.456
N 3.924 0.226 3.241
N 2.613 0.559 3.078
C -0.008 1.613 3.612
N -0.997 2.471 3.759
N -1.740 2.307 2.644
N -1.221 1.408 1.884
N -0.096 0.915 2.477
H 0.877 2.020 5.386
C -2.903 4.679 -0.012
C -1.604 4.350 -0.734
N -1.572 2.930 -1.115
C -0.628 2.617 -2.127
S -0.758 0.780 -2.580
N -0.915 3.374 -3.306
C -2.273 3.297 -3.841
C -2.299 3.909 -5.232
H -2.967 5.752 0.195
H -2.963 4.139 0.933
H -3.756 4.390 -0.635
H -0.745 4.604 -0.104
H -1.518 4.945 -1.644
H -1.435 2.349 -0.290
H -0.206 3.198 -4.008
H -2.941 3.843 -3.173
H -2.637 2.265 -3.874
H -1.894 4.924 -5.210
H -3.319 3.950 -5.617
H -1.696 3.319 -5.929
O 3.649 0.890 -6.771
N 3.094 1.562 -5.914
O 2.508 2.605 -6.167
C 3.033 1.048 -4.553
C 3.598 -0.161 -4.280
C 3.488 -0.656 -2.987
C 2.819 0.019 -1.929
O 2.775 -0.432 -0.737
C 2.227 1.297 -2.288
C 2.366 1.785 -3.564
N 1.623 2.083 -1.299
O 1.127 1.539 -0.156
O 0.750 3.013 -1.855
N 4.112 -1.967 -2.771
O 3.669 -2.711 -1.923
O 4.987 -2.304 -3.565
H 4.107 -0.730 -5.038
H 1.961 2.750 -3.815

=====

| no. | strongest force on any atom (eV/Å) |
| --- | --- |
| 1 | 2.06 |
| 2 | 1.51 |
| 3 | 0.57 |
| 4 | 1.08 |
| 5 | 0.13 |
| 6 | 1.04 |